[1]
125
Properties=species:S:1:pos:R:3:mulliken_charge:R:1 method="wB97M-V/def2-TZVPD" de_lowest_kcal_mol=15.6 spin_multiplicity=1 homo_lumo_gap_ev="2.97 / 2.97" total_energy_ev=-142532.919 charge=-2
Cs 17.5279 11.6381 13.9416 0.459
O 17.3133 8.0235 15.8421 -0.632
S 17.6514 8.8823 16.9611 1.254
O 17.0573 8.5206 18.2376 -0.781
O 17.5638 10.3317 16.6422 -0.376
C 19.4201 8.3869 17.3185 0.000
C 19.6410 7.7076 18.5390 -0.462
C 20.7713 6.8823 18.6756 -0.438
C 21.6211 6.7372 17.6039 -0.596
C 21.5369 7.5665 16.4706 -0.403
C 20.3869 8.3590 16.2969 -0.185
S 20.5179 9.6792 14.9584 1.132
O 21.9580 9.7007 14.6278 -0.778
O 19.5819 9.3467 13.8528 -0.724
O 20.1107 10.9728 15.5486 -0.459
H 18.8779 7.8199 19.3237 0.438
H 20.9860 6.2822 19.5822 0.302
H 22.4024 5.9948 17.6586 0.336
H 22.3620 7.6806 15.7335 0.366
I 15.3212 12.4996 17.1932 0.213
C 13.7650 13.8884 16.8963 -0.447
C 14.0785 15.1751 17.3520 -0.665
C 13.0359 16.0923 17.5611 -0.738
C 11.7185 15.7237 17.3626 -0.712
C 11.3930 14.4125 16.9264 0.471
C 10.0517 13.9725 16.8957 -0.680
C 9.7326 12.8254 16.2104 -0.862
C 10.7391 12.0149 15.6667 0.138
C 12.0836 12.3641 15.6813 0.113
P 13.1498 11.5541 14.4477 0.914
C 13.1269 9.8181 14.9637 1.166
C 12.7709 9.3671 16.2540 -0.440
C 12.9916 8.0193 16.5919 -0.533
C 13.3637 7.0767 15.6596 -0.710
C 13.6748 7.5035 14.3653 -0.836
C 13.5691 8.8532 14.0231 -0.772
C 12.1185 11.5161 12.9002 0.363
C 11.6946 10.3676 12.2010 -0.400
C 11.3265 10.5091 10.8844 -0.586
C 11.0776 11.7723 10.3123 -0.552
C 11.2997 12.8925 11.0809 -0.502
C 11.6970 12.7647 12.4263 -0.756
C 12.4536 13.5109 16.5062 0.426
H 15.1008 15.4582 17.5209 0.468
H 13.1975 17.0782 17.9482 0.413
H 10.9265 16.4695 17.5666 0.301
H 9.2734 14.6134 17.3197 0.333
H 8.7133 12.5787 16.0461 0.439
H 10.4264 11.0600 15.2095 0.334
H 12.3647 10.1023 16.9613 0.255
H 12.8795 7.7717 17.6345 0.363
H 13.3834 6.0361 15.9415 0.390
H 14.0311 6.7884 13.6439 0.414
H 13.8640 9.2463 13.0229 0.548
H 11.7238 9.4039 12.6585 0.708
H 11.2431 9.6131 10.2550 0.340
H 10.6794 11.8270 9.3112 0.387
H 11.1748 13.8871 10.6759 0.378
H 11.7060 13.6351 13.0833 0.337
O 14.7074 14.1026 10.2695 -0.417
C 15.6433 13.6055 9.8043 -0.162
C 16.4699 13.1970 8.7989 0.707
C 15.9651 12.5827 7.5988 -1.033
C 16.8963 12.1774 6.6159 -0.263
C 18.2092 12.5493 6.7106 -1.127
C 18.6416 13.4054 7.7474 -0.212
C 17.8737 13.5581 8.8960 -0.161
P 18.7969 13.9068 10.4295 1.105
C 20.5939 13.6331 10.2792 0.117
C 21.3608 14.4414 9.4473 0.197
C 22.7398 14.2367 9.2953 -0.807
C 23.3848 13.3315 10.1143 -0.453
C 22.6218 12.5526 11.0130 -0.729
C 21.2395 12.7574 11.1927 -0.644
C 18.7276 15.7242 10.5654 0.338
C 19.5532 16.4523 11.4699 -0.515
C 19.0764 17.6220 12.0324 -0.196
C 17.9450 18.2403 11.5109 -0.626
C 17.2437 17.6286 10.4855 -0.710
C 17.6807 16.4106 9.9484 -0.602
H 14.8860 12.4683 7.4217 0.356
H 16.4983 11.5721 5.8118 0.365
H 18.9293 12.1924 5.9658 0.299
H 19.5874 13.9254 7.6111 0.336
H 20.9081 15.2892 8.9130 0.354
H 23.2853 14.8371 8.5613 0.350
H 24.4558 13.1351 10.0073 0.390
H 23.1276 11.7595 11.5822 0.466
H 20.6624 12.2565 11.9819 0.533
H 20.5257 16.0597 11.7389 0.420
H 19.6113 18.0901 12.8682 0.275
H 17.6902 19.1932 11.9427 0.369
H 16.3654 18.1308 10.1157 0.399
H 17.2264 15.9724 9.0599 0.476
O 20.4719 12.6522 18.2401 -0.672
H 20.7057 12.1497 17.4584 0.329
H 19.5200 12.5393 18.2750 0.323
O 16.2080 14.7299 13.9099 -0.318
H 15.5106 14.8240 14.6166 0.161
H 15.7147 15.0072 13.1041 0.260
N 16.9537 8.5727 13.0385 -0.392
H 16.3943 7.8056 13.3872 0.194
H 17.9360 8.4648 13.3855 0.207
H 16.9285 8.5501 12.0444 0.198
S 23.0644 17.5236 14.7491 -0.243
C 21.8371 16.2328 14.8514 0.774
C 22.1353 14.9223 14.5095 -0.861
C 21.1081 13.9922 14.7367 -0.272
N 19.9254 14.3042 15.2523 0.051
C 19.6367 15.5757 15.4744 -0.748
C 20.5653 16.5934 15.3109 -0.630
C 24.4631 16.7584 15.4600 0.169
C 24.5205 16.5756 16.8298 -0.135
C 25.6008 15.8644 17.3310 -0.353
N 26.6045 15.4161 16.5715 -0.622
C 26.5212 15.5956 15.2576 -0.315
C 25.4617 16.2341 14.6316 -0.129
H 23.0639 14.5714 14.0388 0.470
H 21.2008 12.9139 14.4831 0.336
H 18.6662 15.7735 15.8432 0.513
H 20.3172 17.6267 15.5097 0.534
H 23.7322 16.9343 17.5021 0.360
H 25.6900 15.7008 18.3899 0.369
H 27.3135 15.2106 14.6194 0.344
H 25.4781 16.4506 13.5717 0.434


[2]
117
Properties=species:S:1:pos:R:3:mulliken_charge:R:1 method="wB97M-V/def2-TZVPD" de_lowest_kcal_mol=23.1 s2=3.835 spin_multiplicity=4 homo_lumo_gap_ev="7.36 / 7.73" total_energy_ev=-150719.866 charge=+1
Cr 0.3138 0.4563 0.7078 -2.800
S -1.5734 1.9657 0.3148 -0.789
P -2.5689 0.3502 1.0195 1.203
C -1.2702 -0.7740 0.9339 -0.548
P -0.6477 -1.9659 2.0076 2.594
S 1.3029 -1.4359 2.0125 -0.775
C -0.7473 -3.6197 1.2536 -0.031
C -1.2167 -4.7517 1.9046 -1.004
C -1.2513 -5.9559 1.2226 -0.763
C -0.8136 -6.0366 -0.0889 -0.945
C -0.3212 -4.9097 -0.7317 -0.400
C -0.2990 -3.7025 -0.0599 0.318
C -1.3035 -2.2939 3.6673 0.685
C -2.6856 -2.3479 3.8070 0.057
C -3.2313 -2.8361 4.9786 -0.703
C -2.3976 -3.2780 5.9965 -0.625
C -1.0189 -3.2128 5.8573 -0.748
C -0.4644 -2.7209 4.6890 -0.699
C -3.9555 -0.0411 -0.0860 0.777
C -4.3684 -1.3533 -0.2704 -0.304
C -5.4629 -1.6121 -1.0760 -0.571
C -6.1288 -0.5665 -1.6989 -0.644
C -5.7056 0.7426 -1.5227 -0.821
C -4.6183 1.0067 -0.7125 -0.495
C -3.3851 0.7822 2.5931 0.746
C -4.7649 0.7024 2.7464 -0.381
C -5.3332 1.0343 3.9627 -0.889
C -4.5361 1.4293 5.0237 -0.545
C -3.1609 1.5196 4.8663 -0.856
C -2.5862 1.1963 3.6530 -0.056
H -1.5499 -4.6994 2.9312 0.316
H -1.6259 -6.8320 1.7285 0.456
H -0.8540 -6.9832 -0.6061 0.415
H 0.0466 -4.9769 -1.7467 0.578
H 0.0822 -2.8006 -0.5304 -0.320
H -3.3194 -2.0344 2.9847 0.277
H -4.3051 -2.8964 5.0890 0.476
H -2.8263 -3.6824 6.9010 0.438
H -0.3795 -3.5674 6.6529 0.441
H 0.6080 -2.6955 4.5440 0.467
H -3.8304 -2.1589 0.2143 0.247
H -5.7997 -2.6284 -1.2207 0.446
H -6.9790 -0.7727 -2.3314 0.405
H -6.2220 1.5539 -2.0153 0.444
H -4.2649 2.0181 -0.5619 0.483
H -5.3926 0.3934 1.9240 0.460
H -6.4062 0.9906 4.0806 0.474
H -4.9864 1.6652 5.9764 0.413
H -2.5437 1.8521 5.6882 0.467
H -1.5156 1.2725 3.5137 0.221
C 1.2472 1.2443 -2.4658 -1.940
N 2.6730 1.1771 -2.3621 2.352
C 3.2870 1.2203 -1.0583 -2.776
P 2.1819 1.8899 0.2796 2.856
C 3.4204 2.1286 1.5938 0.920
C 3.6634 3.3753 2.1644 -0.220
C 4.5824 3.4929 3.1932 -0.833
C 5.2631 2.3779 3.6514 -0.684
C 5.0044 1.1315 3.1023 -0.916
C 4.0767 1.0004 2.0857 -0.526
C 1.8351 3.5905 -0.2620 0.301
C 2.5465 4.2330 -1.2716 -0.359
C 2.2056 5.5227 -1.6363 -0.708
C 1.1681 6.1815 -0.9986 -0.697
C 0.4518 5.5440 0.0012 -0.900
C 0.7860 4.2552 0.3707 -0.525
C 3.4972 1.3004 -3.4810 0.404
C 3.0993 1.9950 -4.6242 -0.450
C 3.9571 2.1177 -5.7012 -0.874
C 5.2253 1.5659 -5.6632 -0.533
C 5.6256 0.8723 -4.5349 -0.878
C 4.7740 0.7340 -3.4565 -0.282
P 0.4240 -0.1492 -1.5332 2.848
C 1.4618 -1.4920 -2.1895 1.123
C 1.3671 -1.9063 -3.5149 -1.233
C 2.2653 -2.8387 -4.0022 -0.958
C 3.2671 -3.3453 -3.1873 -0.832
C 3.3524 -2.9425 -1.8641 -1.057
C 2.4493 -2.0227 -1.3658 0.103
C -1.1470 -0.2764 -2.4315 0.605
C -1.7213 -1.5276 -2.6407 -0.046
C -2.9080 -1.6354 -3.3423 -0.934
C -3.5395 -0.5000 -3.8216 -0.840
C -2.9881 0.7486 -3.5869 -0.841
C -1.7998 0.8667 -2.8897 -0.179
H 0.9584 1.1238 -3.5145 1.002
H 0.8389 2.1961 -2.0771 -0.056
H 4.2000 1.8362 -1.0935 1.014
H 3.5868 0.2151 -0.7143 0.499
H 3.1412 4.2497 1.8013 0.420
H 4.7708 4.4601 3.6323 0.455
H 5.9905 2.4785 4.4418 0.416
H 5.5264 0.2611 3.4670 0.472
H 3.8476 0.0228 1.6793 0.286
H 3.3552 3.7373 -1.7848 0.360
H 2.7599 6.0138 -2.4216 0.459
H 0.9152 7.1909 -1.2835 0.410
H -0.3622 6.0515 0.4953 0.503
H 0.2162 3.7509 1.1412 0.425
H 2.1263 2.4605 -4.6712 0.458
H 3.6349 2.6627 -6.5747 0.417
H 5.8909 1.6703 -6.5045 0.421
H 6.6080 0.4279 -4.4948 0.426
H 5.0979 0.1657 -2.5984 0.405
H 0.5947 -1.5075 -4.1585 0.515
H 2.1881 -3.1711 -5.0261 0.494
H 3.9771 -4.0582 -3.5776 0.484
H 4.1194 -3.3402 -1.2166 0.553
H 2.4936 -1.7239 -0.3258 0.039
H -1.2244 -2.4088 -2.2644 0.141
H -3.3391 -2.6069 -3.5255 0.494
H -4.4638 -0.5842 -4.3726 0.410
H -3.4855 1.6320 -3.9558 0.495
H -1.3939 1.8498 -2.6944 0.220
O 0.5869 1.3319 2.9173 -0.344
H 0.9506 2.2080 3.1009 0.289
H 1.1026 0.6858 3.4296 0.332